No. 1
{"formula": "C33H43CrI2N4O2P", "method": "ωB97M-V/def2-TZVPD", "species": ["Cr", "C", "C", "C", "C", "C", "C", "C", "C", "N", "C", "O", "C", "C", "C", "C", "C", "N", "C", "O", "N", "C", "C", "C", "C", "C", "C", "C", "C", "H", "H", "H", "H", "H", "H", "H", "H", "H", "H", "H", "H", "H", "H", "H", "H", "H", "H", "H", "H", "H", "I", "C", "I", "H", "H", "C", "C", "C", "N", "H", "H", "H", "H", "H", "C", "C", "P", "C", "C", "C", "C", "H", "H", "H", "H", "H", "H", "H", "H", "H", "H", "H", "H", "H", "H", "H"], "positions_angstrom": [[-0.13093, -0.06306, 0.08943], [2.38547, -1.56396, -2.63107], [3.07217, -1.79586, -1.32397], [4.04527, -2.78226, -1.23977], [4.74517, -3.00146, -0.07207], [4.48397, -2.21146, 1.03163], [3.51457, -1.22456, 0.98583], [3.24257, -0.38816, 2.19293], [2.78287, -1.02076, -0.19547], [1.80737, 0.02124, -0.22247], [2.29897, 1.22554, -0.60077], [3.38997, 1.44904, -1.09437], [1.34397, 2.31124, -0.18797], [1.62677, 3.66134, -0.03477], [0.76967, 4.42864, 0.74753], [-0.24103, 3.80424, 1.47243], [-0.45863, 2.45024, 1.26853], [0.24307, 1.78254, 0.34723], [-1.09113, 1.49534, 2.24573], [-1.88173, 1.83594, 3.10973], [-0.55613, 0.26264, 2.07343], [-0.37393, -0.52446, 3.22223], [-1.05453, -1.73106, 3.43713], [-2.25073, -2.14256, 2.63153], [-0.68693, -2.53396, 4.50983], [0.29147, -2.13606, 5.40003], [0.88477, -0.89436, 5.24903], [0.56097, -0.07396, 4.17873], [1.17097, 1.29324, 4.09083], [2.11047, -2.51086, -3.09207], [3.04977, -1.03106, -3.30927], [1.49807, -0.95386, -2.48027], [4.25297, -3.37526, -2.11707], [5.50017, -3.76936, -0.02487], [5.04117, -2.35096, 1.94523], [3.99937, -0.54836, 2.95593], [2.27137, -0.66676, 2.60043], [3.22417, 0.67144, 1.93873], [2.51317, 4.07794, -0.48587], [0.94607, 5.48514, 0.87073], [-0.81533, 4.32844, 2.21853], [-2.32833, -1.60786, 1.68853], [-3.15063, -1.91196, 3.20473], [-2.24723, -3.21996, 2.46493], [-1.19523, -3.47516, 4.65943], [0.57007, -2.77716, 6.22193], [1.61707, -0.55566, 5.96683], [2.09317, 1.33314, 4.66253], [0.48347, 2.02804, 4.51223], [1.38287, 1.59064, 3.06513], [-3.61813, -3.02596, -0.68167], [-1.76643, -4.06476, -0.50947], [0.02317, -2.87136, 0.05003], [-1.54383, -4.50506, -1.47607], [-1.88723, -4.83206, 0.24873], [-4.72443, 2.36474, -0.15287], [-4.30213, 1.31184, 0.87773], [-3.12373, 0.63994, 0.44253], [-2.14583, 0.14914, 0.07393], [-5.59043, 2.90954, 0.20803], [-4.98033, 1.89464, -1.09887], [-3.91913, 3.07564, -0.31657], [-5.10013, 0.58274, 1.04213], [-4.06733, 1.78484, 1.84003], [-1.20543, -1.69546, -4.78727], [-1.08503, -1.55556, -3.27427], [-0.59783, 0.11294, -2.59267], [0.39587, 0.84304, -3.99247], [1.32217, 1.98784, -3.59627], [-2.20563, 0.99284, -2.90037], [-2.10683, 2.49254, -2.64827], [-1.59823, -2.68346, -5.02107], [-0.24173, -1.60086, -5.27887], [-1.88503, -0.96266, -5.21267], [-0.36843, -2.29826, -2.91117], [-2.05813, -1.76916, -2.82187], [-0.33473, 1.18564, -4.73187], [0.99167, 0.04964, -4.44647], [1.64257, 2.52194, -4.48827], [0.83127, 2.69614, -2.93077], [2.21387, 1.61684, -3.10067], [-2.96663, 0.54084, -2.25747], [-2.49183, 0.80644, -3.93987], [-3.07993, 2.95934, -2.79007], [-1.76803, 2.69534, -1.62947], [-1.40903, 2.95614, -3.34337]], "forces_ev_per_angstrom": [[1.7752, -1.0299, 1.0192], [0.0206, 0.0680, 0.1146], [-0.0620, 0.1749, 0.1658], [-0.0630, -0.0659, -0.0238], [0.0031, 0.0302, -0.0341], [-0.0424, -0.0142, -0.0324], [-0.1908, 0.1375, -0.0416], [-0.0826, -0.0076, -0.1156], [0.5168, -0.7894, -0.2156], [-1.0840, -1.0041, 0.2373], [0.6901, 0.9017, -0.5782], [-0.4643, 0.0299, 0.3362], [-0.2756, 0.2144, 0.1421], [-0.1383, -0.1007, -0.0407], [0.0325, -0.2508, -0.0894], [-0.1481, -0.2836, -0.1169], [0.2050, 0.4192, -0.2905], [0.0676, 1.7407, 0.1211], [-0.4937, 0.2183, 0.2752], [0.2356, 0.1691, -0.2111], [0.4038, -0.2135, -1.2773], [0.0032, -0.8494, 0.8620], [0.0945, 0.2040, -0.0296], [0.0182, 0.1579, 0.0397], [0.1215, 0.0745, 0.0751], [-0.0275, 0.0136, -0.0331], [-0.0817, -0.0326, -0.0740], [-0.1610, -0.0848, -0.1118], [-0.0497, 0.0217, 0.0415], [-0.0749, -0.0274, -0.1008], [0.0350, 0.0770, -0.1197], [0.1599, -0.1502, -0.0803], [0.0522, -0.1109, -0.1208], [0.1007, -0.1013, -0.0040], [0.0608, -0.0316, 0.1090], [0.0186, -0.0108, 0.0674], [0.0021, 0.1297, 0.1194], [0.0014, 0.0477, 0.0780], [0.1173, -0.0235, -0.0325], [0.0548, 0.1106, 0.0240], [-0.0686, 0.0332, 0.1183], [0.0525, -0.1831, 0.0481], [-0.0980, -0.0053, 0.0066], [-0.0478, -0.0085, -0.1428], [-0.0805, -0.1119, 0.0027], [0.0278, -0.0501, 0.0905], [0.0759, 0.0483, 0.0742], [0.1127, 0.0396, 0.0200], [-0.0304, 0.0811, 0.0190], [0.0838, -0.0117, -0.0317], [0.2221, -0.2839, -0.0014], [0.2170, 0.5803, 0.1182], [-0.6453, -0.5835, -0.2480], [0.0945, 0.1326, 0.0633], [0.1457, 0.1622, 0.0552], [-0.0030, 0.0007, -0.0076], [-0.9164, 0.5684, 0.3937], [1.5321, -0.9919, -0.7722], [-1.5918, 0.8230, 0.0216], [-0.0847, 0.0009, 0.0580], [-0.0216, 0.0178, -0.1007], [0.0342, 0.0668, -0.0428], [0.1006, -0.0217, 0.0432], [-0.0126, -0.1770, -0.0821], [0.0216, 0.0997, 0.0866], [0.2185, 0.0407, 0.2139], [-1.1147, -0.2707, -0.6093], [0.1720, 0.0507, 0.4162], [-0.0085, -0.0597, -0.0706], [0.2341, -0.0414, 0.1955], [-0.0495, -0.1229, -0.0020], [-0.0279, -0.0378, -0.0435], [0.0675, 0.0177, -0.0871], [-0.0680, 0.0827, -0.1110], [-0.1385, 0.0958, 0.0800], [0.1533, -0.0196, 0.1283], [0.0109, -0.1714, 0.0711], [-0.1522, 0.0029, 0.0021], [0.0206, 0.0913, -0.0315], [0.0106, 0.1155, -0.0026], [0.0428, 0.0243, 0.0259], [0.1061, -0.0128, -0.1501], [0.0257, -0.0564, 0.0879], [-0.0048, 0.1097, 0.0122], [0.0204, 0.0814, 0.0134], [0.0110, 0.0953, 0.0176]], "homo_ev": [-10.7, -10.7], "lumo_ev": [-4.20, -3.66], "charge": 1, "fmax_ev_per_a": 2.29, "total_energy_ha": -3633.81462, "multiplicity": 2, "s2": 0.768}


No. 2
{"formula": "C3H6O2", "method": "ωB97M-V/def2-TZVPD", "species": ["O", "C", "H", "H", "O", "C", "C", "H", "H", "H", "H"], "positions_angstrom": [[1.07441, -0.90382, -0.81404], [2.18607, -1.29393, -0.52085], [2.94763, -1.36140, -1.29906], [2.57682, -1.56265, 0.68110], [-2.36554, -0.90301, 0.39776], [-1.51519, -0.08472, 0.77563], [-1.12372, 1.45853, 0.04761], [-0.44189, -0.53860, 1.07727], [-2.21096, 1.73932, -0.25443], [-0.65369, 2.17857, 0.70848], [-0.47393, 1.27171, -0.79947]], "forces_ev_per_angstrom": [[2.0708, -1.0030, 0.7285], [-1.1935, 0.5433, 2.1621], [0.5166, -0.2434, -0.0772], [-1.2300, 0.6224, -3.0332], [-1.1978, -0.1508, -1.1349], [4.0933, 1.7283, 1.3452], [-3.3889, -2.3673, 0.2244], [-1.5628, 0.7390, -0.1737], [2.0295, 0.1684, 0.1599], [-0.1683, -0.0830, 0.3775], [0.0312, 0.0461, -0.5786]], "homo_ev": [0.6, -2.5], "lumo_ev": [3.54, 3.48], "charge": -1, "fmax_ev_per_a": 4.64, "total_energy_ha": -268.24070, "multiplicity": 2, "de_lowest_kj_mol": 201.35, "s2": 0.753}


No. 3
{"formula": "C19H28N4O", "method": "ωB97M-V/def2-TZVPD", "species": ["C", "H", "H", "H", "C", "N", "C", "C", "N", "C", "H", "C", "C", "H", "H", "C", "O", "H", "H", "H", "H", "H", "C", "C", "C", "C", "C", "C", "C", "H", "H", "H", "N", "C", "C", "C", "N", "H", "H", "H", "H", "H", "H", "H", "H", "H", "H", "H", "C", "H", "H", "H"], "positions_angstrom": [[0.85766, -0.72624, 4.37770], [-0.11423, -0.35527, 4.69363], [0.71933, -1.58334, 3.72342], [1.39605, -1.06412, 5.26088], [1.66650, 0.38181, 3.70717], [1.01096, 1.01328, 2.55848], [1.95311, 1.62297, 1.63980], [2.56814, 0.62870, 0.64781], [1.51332, -0.01685, -0.10802], [0.61483, -0.70790, 0.80118], [1.15422, -1.50677, 1.34720], [0.00257, 0.27346, 1.81194], [-0.95096, 1.26562, 1.12446], [-0.54210, 1.56609, 0.15991], [-1.03353, 2.14736, 1.76146], [-2.35684, 0.69294, 0.91142], [-2.42182, -0.31048, -0.06846], [-2.28459, 0.11192, -0.93547], [-3.03912, 1.51598, 0.65289], [-2.71619, 0.23302, 1.83725], [-0.59540, -0.30113, 2.52009], [-0.18984, -1.16800, 0.22610], [2.04385, -0.91041, -1.12010], [0.98321, -1.35942, -2.08636], [-0.04918, -0.49762, -2.41799], [-1.04093, -0.89384, -3.30514], [-0.99023, -2.15194, -3.89451], [0.05382, -3.00181, -3.57904], [1.02918, -2.61632, -2.67553], [1.82933, -3.29783, -2.42593], [0.09726, -3.98152, -4.03096], [-1.76501, -2.47321, -4.57303], [-2.09246, -0.00792, -3.56973], [-2.88473, 0.06195, -4.66317], [-3.76728, 1.09404, -4.45595], [-3.43383, 1.59397, -3.18951], [-2.42318, 0.92562, -2.67308], [-3.88463, 2.39989, -2.64547], [-4.53768, 1.43912, -5.11389], [-2.75816, -0.58985, -5.50298], [-0.08695, 0.48319, -1.97413], [2.53555, -1.79561, -0.67290], [2.80967, -0.35920, -1.67989], [3.18513, -0.11243, 1.19218], [3.22171, 1.16726, -0.04424], [1.42154, 2.39221, 1.07550], [2.75131, 2.10765, 2.20361], [2.63645, -0.05372, 3.40786], [1.93128, 1.47800, 4.74773], [0.98460, 1.88941, 5.08696], [2.52117, 2.28735, 4.32753], [2.46710, 1.06995, 5.60134]], "forces_ev_per_angstrom": [[0.1936, 0.1269, -0.2779], [-0.1539, 0.0170, 0.0494], [-0.0800, -0.1047, -0.0240], [0.0183, -0.0154, 0.0574], [0.1066, 0.0965, 0.3385], [-0.0267, -0.1113, 0.1641], [0.2073, -0.0175, -0.1556], [0.0017, 0.2647, 0.1573], [0.1681, -0.0752, -0.0235], [-0.2368, -0.0807, 0.1786], [0.0211, 0.0165, -0.0362], [-0.2068, -0.0270, -0.2578], [-0.3134, -0.4379, 0.0966], [-0.0194, 0.1413, -0.0691], [0.0354, 0.0672, 0.0090], [0.1266, 0.3926, 0.1127], [0.0875, -0.3463, -0.2794], [-0.1203, 0.0055, 0.1378], [0.0116, -0.0421, 0.1001], [-0.0190, 0.1220, 0.0107], [0.0364, 0.0025, -0.0289], [0.0274, -0.0342, 0.0719], [0.1048, 0.1419, 0.0662], [-0.1067, -0.1514, -0.1340], [-0.0910, -0.0153, -0.1610], [0.7853, -0.5171, 0.2534], [-0.1411, 0.1802, -0.0080], [0.0466, 0.0021, -0.0446], [0.0278, 0.0559, 0.0413], [0.0783, -0.0734, 0.0576], [-0.0165, -0.0762, -0.0333], [-0.1043, -0.0365, -0.0388], [-0.5733, 0.2526, -0.4686], [-0.1703, 0.1960, -0.0255], [0.0551, -0.1352, -0.0494], [0.0478, -0.1213, -0.2238], [0.1518, 0.2093, 0.5736], [-0.0672, 0.1445, 0.1512], [-0.1229, 0.0292, -0.1634], [0.0762, -0.1423, -0.1270], [-0.0084, 0.0829, 0.0654], [-0.0255, 0.0830, -0.0481], [0.0066, -0.0763, 0.0883], [-0.0123, 0.0146, -0.0586], [0.0261, -0.0335, 0.0358], [0.1217, 0.0701, -0.0576], [-0.0363, 0.0505, -0.0129], [-0.0958, 0.0103, 0.0390], [0.1295, -0.2653, -0.2086], [-0.1294, 0.0410, 0.0354], [0.0677, 0.1240, -0.0097], [0.1103, -0.0048, 0.1342]], "homo_ev": -7.9, "lumo_ev": 0.85, "smiles": "CC(C)N1CCN(Cc2cccc(-n3cccn3)c2)C[C@@H]1CCO", "charge": 0, "fmax_ev_per_a": 0.97, "total_energy_ha": -1035.03903, "de_lowest_kj_mol": 195.49}